Entry 1:
DFT (wB97M-V/def2-TZVPD) results for C54H65N6O4PS2Sr as an isolated structure at a distorted geometry.

XYZ file:
```
133
C54H65N6O4PS2Sr (wB97M-V/def2-TZVPD)
Sr -0.303 0.072 -0.229
C -4.626 -0.486 3.059
C -3.836 -1.737 2.674
C -4.701 -2.991 2.785
C -2.560 -1.849 3.498
C -2.654 -1.907 4.886
C -1.520 -1.940 5.681
C -0.271 -1.887 5.082
C -0.131 -1.820 3.701
C 1.266 -1.771 3.103
C 1.972 -3.121 3.264
C 2.111 -0.645 3.703
C -1.287 -1.845 2.911
N -1.175 -1.837 1.483
C -1.600 -2.890 0.868
C -1.723 -3.044 -0.552
C -2.274 -4.158 -1.185
C -2.277 -3.858 -2.552
C -1.729 -2.566 -2.669
N -1.394 -2.059 -1.465
C -1.402 -1.837 -3.957
C -2.204 -2.425 -5.115
C 0.100 -2.005 -4.253
C -1.720 -0.347 -3.838
H -5.496 -0.369 2.406
H -4.011 0.411 2.968
H -4.988 -0.540 4.091
H -3.559 -1.616 1.632
H -4.986 -3.179 3.825
H -4.175 -3.878 2.421
H -5.620 -2.881 2.202
H -3.635 -1.921 5.351
H -1.608 -1.996 6.759
H 0.620 -1.897 5.701
H 1.163 -1.577 2.035
H 2.168 -3.327 4.321
H 2.933 -3.129 2.737
H 1.364 -3.946 2.877
H 2.222 -0.773 4.784
H 1.667 0.330 3.508
H 3.114 -0.651 3.264
H -1.931 -3.752 1.457
H -2.626 -5.059 -0.697
H -2.626 -4.490 -3.357
H -1.918 -3.461 -5.317
H -2.022 -1.847 -6.027
H -3.278 -2.403 -4.907
H 0.337 -3.057 -4.438
H 0.700 -1.673 -3.404
H 0.392 -1.423 -5.136
H -2.789 -0.178 -3.675
H -1.421 0.180 -4.751
H -1.193 0.117 -3.005
S 3.123 4.083 -5.620
C 2.141 5.456 -5.858
C 1.053 5.434 -5.045
C 1.025 4.275 -4.213
C 2.087 3.444 -4.413
C 2.378 2.161 -3.727
C 1.404 1.609 -2.874
N 1.561 0.485 -2.205
C 2.720 -0.192 -2.339
C 3.749 0.256 -3.157
C 4.955 -0.531 -3.271
C 5.076 -1.704 -2.625
C 4.008 -2.205 -1.792
C 4.066 -3.457 -1.159
C 3.005 -3.909 -0.419
C 1.902 -3.044 -0.288
N 1.820 -1.864 -0.859
C 2.851 -1.450 -1.630
C 2.986 -5.247 0.212
C 4.040 -5.976 0.676
C 3.649 -7.240 1.214
C 2.304 -7.438 1.136
S 1.519 -6.110 0.417
C 3.550 1.461 -3.854
H 2.419 6.205 -6.584
H 0.301 6.211 -5.029
H 0.249 4.085 -3.482
H 0.470 2.140 -2.722
H 5.755 -0.162 -3.901
H 5.973 -2.303 -2.731
H 4.936 -4.088 -1.309
H 1.040 -3.352 0.304
H 5.062 -5.613 0.663
H 4.336 -7.957 1.644
H 1.734 -8.295 1.461
H 4.352 1.833 -4.488
N -3.894 -0.538 -0.761
C -3.828 0.801 -1.036
C -4.994 1.562 -1.224
C -4.873 2.888 -1.546
C -3.607 3.467 -1.663
C -2.519 2.665 -1.415
N -2.608 1.356 -1.098
H -4.778 -0.997 -0.893
H -3.081 -1.114 -0.976
H -5.964 1.087 -1.135
H -5.765 3.481 -1.709
H -3.475 4.512 -1.910
H -1.510 3.072 -1.427
C -1.244 4.926 1.298
C -1.512 3.741 2.210
C -2.979 3.356 2.179
C -1.067 4.016 3.634
O -0.827 2.522 1.754
P 0.610 2.434 1.066
O 0.527 2.837 -0.371
O 1.001 0.984 1.265
O 1.482 3.379 1.972
C 2.835 3.821 1.596
C 3.451 4.261 2.904
C 3.620 2.666 0.989
C 2.707 4.972 0.614
H -1.831 5.771 1.663
H -1.544 4.711 0.273
H -0.190 5.219 1.293
H -3.586 4.151 2.621
H -3.133 2.442 2.755
H -3.319 3.186 1.155
H -1.591 4.897 4.009
H 0.007 4.195 3.690
H -1.313 3.164 4.272
H 3.517 3.421 3.599
H 2.846 5.047 3.363
H 4.456 4.653 2.730
H 3.659 1.816 1.675
H 4.637 3.005 0.781
H 3.178 2.321 0.047
H 2.228 5.831 1.090
H 2.116 4.678 -0.257
H 3.701 5.275 0.279
```

The HOMO-LUMO gap is 6.590 eV. The HOMO energy comes out at -7.021 eV.

Löwdin atomic charge list, values in e, 4 entries: 1.42, -0.06, -0.38, -0.06

=====

Entry 2:
DFT (wB97M-V/def2-TZVPD) results for a 2-piece molecular cluster, C5H4O2S overall at a distorted geometry.

XYZ file:
```
12
C5H4O2S (wB97M-V/def2-TZVPD)
O 2.017 -1.549 -1.183
C 1.056 -1.078 -0.706
C -0.041 -0.760 -0.172
C -1.428 -1.359 0.246
C -1.172 0.115 0.176
H -1.689 -2.000 0.997
H -1.798 -1.756 -0.652
H -1.727 0.564 -0.680
H -1.106 0.874 0.976
O 1.632 1.881 -0.844
C 1.964 2.283 0.221
S 2.293 2.786 1.623
```

The HOMO-LUMO gap is 9.316 eV. The HOMO energy comes out at -8.716 eV. As for the SMILES: O=C=C1CC1.O=C=S.

Löwdin atomic charge list, values in e, 4 entries: 0.15, -0.19, -0.19, -0.04

=====

Entry 3:
DFT (wB97M-V/def2-TZVPD) results for a 2-piece molecular cluster, C6H18NO overall at a distorted geometry.

XYZ file:
```
26
C6H18NO (wB97M-V/def2-TZVPD)
C -1.696 -0.755 -1.411
C -1.433 0.732 -1.232
C 0.048 1.030 -1.531
C 0.737 1.932 -0.500
C 1.626 1.159 0.583
C 0.926 0.532 1.769
N 0.062 -0.624 1.422
H -0.919 -1.488 -1.101
H -2.532 -1.163 -0.848
H -1.655 -1.030 -2.477
H -1.897 1.205 -0.358
H -2.050 1.200 -2.017
H 0.635 0.126 -1.674
H 0.040 1.589 -2.486
H 1.377 2.558 -1.146
H 0.024 2.511 0.078
H 2.344 0.630 -0.009
H 2.198 1.994 1.058
H 0.269 1.248 2.269
H 1.715 0.060 2.355
H 0.351 -1.202 0.628
H -0.036 -1.324 2.194
H -0.854 -0.256 1.108
H -0.266 -3.734 0.521
H 0.656 -3.757 1.755
O 0.328 -3.173 1.050
```

Its expectation value of S² is 0.75. The HOMO-LUMO gap (spin up / spin down) is 3.790 / 11.717 eV. As for the multiplicity: 2. The HOMO energy (spin up / spin down) comes out at -2.921 / -11.036 eV.

Löwdin atomic charge list, values in e, 4 entries: -0.17, -0.28, -0.23, -0.19

=====

In order of appearance, electronic energy = -3895.0466, -741.5032, -369.2386 a.u..
In order of appearance, energy relative to the best compared isomer or geometry (same formula, charge and spin) = 0.00, 52.35, 36.24 kcal/mol.